Entry 1:
Below is the ion C7H15N3S with charge +2, with properties calculated with the ωB97M-V functional and the def2-TZVPD basis.

Geometry (Å):
C (-0.62674, 1.88096, -0.35903)
C (1.58119, 0.67227, 0.07870)
C (1.47422, -1.51406, -1.58347)
C (-3.96164, 0.52804, -0.65857)
C (-2.26744, -0.61320, 0.94888)
C (4.26089, 0.37326, 1.00340)
C (1.90970, -0.73672, -0.31289)
N (-1.78153, 1.42767, -0.34411)
N (0.65239, 1.60458, 0.10131)
N (-2.58866, 0.48380, -0.02673)
S (3.30693, 0.64478, -0.47974)
H (-0.64608, 3.03686, -0.51963)
H (1.08758, -0.76066, -2.38606)
H (0.77202, -2.24063, -1.29479)
H (2.29194, -2.13268, -2.03240)
H (-4.09655, 1.49329, -1.27723)
H (-4.32427, -0.31268, -1.08399)
H (-4.63852, 0.60706, 0.30163)
H (-2.72319, -1.52310, 0.67825)
H (-1.27963, -0.59448, 1.23034)
H (-2.97357, -0.36326, 1.83079)
H (5.16315, 0.85291, 0.99935)
H (4.47093, -0.71428, 0.96194)
H (3.66728, 0.90888, 1.83545)
H (2.27441, -1.36351, 0.57441)
H (1.10942, 2.47888, 0.32170)

Atoms 1-2, force components in eV/Å:
C 1.0 4.4 0.6
C 0.7 -2.8 -0.5

The LUMO energy (spin up / spin down) comes out at -8.91 / -9.59 eV. The HOMO energy (spin up / spin down) is -16.732 / -16.039 eV. For the largest force on an atom, the calculation gives 0.122 Eh/bohr. The value obtained for the calculated total energy is -22784.203 eV. The orbital gap (spin up / spin down) comes out at 7.82 / 6.45 eV. The multiplicity is 1. Its total charge is +2.

---

Entry 2:
Below is a structure of composition C42H59Cl2N2O4PSTi, with properties calculated with the ωB97M-V functional and the def2-TZVPD basis.

Geometry (Å):
Ti (0.21442, 0.15172, -1.24945)
O (2.27349, 0.10203, -0.77495)
Cl (2.44699, -1.38645, -1.03211)
O (3.37217, -1.61961, -2.09394)
O (1.00640, -1.65357, -1.55293)
O (0.39912, -0.69198, 0.89001)
C (0.59336, 5.02231, -1.97084)
C (1.13472, 3.59027, -2.08910)
C (2.62273, 3.61618, -2.42667)
C (0.81631, 2.85716, -0.79875)
C (-0.51749, 2.49840, -0.51529)
C (-0.94867, 2.13729, 0.77038)
C (-2.44181, 2.19088, 1.12857)
C (-3.08556, 0.90592, 1.65347)
C (-3.33530, 2.76580, 0.02992)
C (0.03729, 1.96220, 1.75769)
C (1.35254, 2.38869, 1.52469)
C (1.72416, 2.80562, 0.24744)
C (2.33242, 2.57572, 2.66735)
C (2.06661, 3.93960, 3.32282)
C (3.80459, 2.51376, 2.25145)
C (-0.34978, 1.42705, 3.09415)
C (-0.89126, 2.31972, 4.01441)
C (-1.28754, 1.91404, 5.27639)
C (-1.13337, 0.58937, 5.64647)
C (-0.60450, -0.31186, 4.73954)
C (-0.21700, 0.07305, 3.45335)
P (0.35895, -1.23615, 2.31995)
C (2.05756, -1.77351, 2.88287)
C (3.06100, -0.69906, 2.43973)
C (2.45715, -3.11327, 2.24821)
C (2.17045, -1.89869, 4.40882)
C (-0.86751, -2.65649, 2.37107)
C (-0.62357, -3.55165, 1.13179)
C (-2.27350, -2.05160, 2.26473)
C (-0.86692, -3.55178, 3.61791)
H (0.84158, 5.59097, -2.86473)
H (1.04012, 5.52609, -1.11364)
H (-0.48881, 5.04041, -1.85021)
H (0.59388, 3.10660, -2.91018)
H (3.15815, 4.30335, -1.77179)
H (2.76189, 3.97185, -3.44557)
H (3.09019, 2.63418, -2.34277)
H (-1.26859, 2.79014, -1.23544)
H (-2.46956, 2.90954, 1.95673)
H (-3.33169, 0.22287, 0.83813)
H (-4.02560, 1.15621, 2.14360)
H (-2.46380, 0.38664, 2.37724)
H (-3.37912, 2.10824, -0.84136)
H (-3.02525, 3.75820, -0.29277)
H (-4.34987, 2.85407, 0.41460)
H (2.73279, 3.14933, 0.08286)
H (2.13312, 1.80595, 3.41707)
H (2.12676, 4.73447, 2.57896)
H (2.82147, 4.13370, 4.08293)
H (1.09022, 3.98801, 3.79944)
H (4.11666, 3.44839, 1.78529)
H (4.02037, 1.70221, 1.55871)
H (4.42783, 2.38080, 3.13419)
H (-1.00265, 3.35794, 3.73199)
H (-1.70651, 2.63067, 5.96699)
H (-1.42286, 0.25669, 6.63249)
H (-0.48413, -1.33619, 5.05084)
H (2.73137, -0.13365, 1.57228)
H (4.01650, -1.16788, 2.20026)
H (3.24487, 0.00324, 3.24667)
H (2.38477, -3.10328, 1.16333)
H (1.87664, -3.94867, 2.62017)
H (3.49921, -3.30602, 2.50616)
H (1.94595, -0.95894, 4.90835)
H (3.20432, -2.15490, 4.64429)
H (1.54250, -2.67671, 4.83113)
H (-0.14274, -3.02902, 0.30596)
H (-1.58720, -3.92104, 0.77755)
H (-0.02013, -4.42071, 1.37588)
H (-2.39754, -1.45796, 1.36357)
H (-2.51796, -1.43363, 3.12711)
H (-2.99460, -2.86866, 2.22979)
H (0.10341, -3.96353, 3.86712)
H (-1.52599, -4.39558, 3.40898)
H (-1.27489, -3.05246, 4.49210)
Cl (-1.58895, 1.10116, -3.07243)
C (-2.82106, -0.13728, -3.01061)
C (-3.86871, -0.14381, -3.90743)
C (-4.77051, -1.19795, -3.83032)
C (-4.59572, -2.19956, -2.88337)
C (-3.52845, -2.15383, -1.99817)
C (-2.61623, -1.10052, -2.04231)
C (-1.53333, -0.95040, -1.03227)
H (-3.97754, 0.63888, -4.64244)
H (-5.60759, -1.23362, -4.51183)
H (-5.29911, -3.01805, -2.83289)
H (-3.40461, -2.93190, -1.25503)
H (-1.28234, -1.91108, -0.59145)
H (-1.87525, -0.28661, -0.21938)
C (2.55984, -2.33718, -7.35391)
C (1.56838, -2.07056, -6.27707)
C (0.43094, -2.80602, -6.04904)
C (-0.37626, -2.47538, -4.95360)
N (-0.09308, -1.44972, -4.14905)
C (0.98555, -0.73071, -4.39169)
S (1.42942, 0.64029, -3.46408)
N (1.81482, -1.05001, -5.42725)
C (-1.59895, -3.25652, -4.62372)
H (2.08231, -2.83557, -8.19315)
H (3.34267, -2.99436, -6.97103)
H (3.02780, -1.41966, -7.70453)
H (0.17838, -3.62983, -6.69646)
H (2.65969, -0.49734, -5.53444)
H (-1.83443, -3.98586, -5.39364)
H (-2.44087, -2.57663, -4.48611)
H (-1.45062, -3.77349, -3.67481)

Atoms 1-2, force components in eV/Å:
Ti -0.3 0.1 0.4
O 0.1 -0.1 0.0

The LUMO energy comes out at -6.45 eV. The HOMO energy is -13.695 eV. For the largest force on an atom, the calculation gives 0.010 Eh/bohr. The value obtained for the calculated total energy is -123950.975 eV. The orbital gap comes out at 7.24 eV. The multiplicity is 1. Its total charge is +2.

---

Entry 3:
Below is the molecule C5H11N3O, with properties calculated with the ωB97M-V functional and the def2-TZVPD basis.

Geometry (Å):
C (1.47011, -2.38025, -0.19596)
C (1.29847, 1.25417, -0.51853)
N (0.49600, -1.68913, -1.00709)
C (-0.53590, -0.58330, -0.26687)
C (-1.16091, 1.45640, 0.66373)
C (0.12725, 0.49647, -0.04197)
N (-1.65478, 2.46678, -0.09676)
O (-1.62063, -1.24625, 0.15039)
N (-1.51057, 1.32608, 1.88497)
H (-1.66066, -1.21783, 1.13094)
H (-0.13837, -2.36400, -1.43607)
H (-1.72058, 2.30676, -1.09113)
H (-2.43770, 2.96246, 0.31596)
H (-1.03206, 0.54321, 2.33758)
H (1.80981, -3.30624, -0.67920)
H (2.34190, -1.73208, -0.05756)
H (1.08840, -2.63926, 0.81536)
H (1.41157, 2.21154, -0.00289)
H (1.22551, 1.45869, -1.58987)
H (2.20315, 0.67577, -0.31504)

Atoms 1-2, force components in eV/Å:
C -0.1 0.3 1.0
C 0.7 -0.4 -0.1

The LUMO energy comes out at 0.59 eV. The HOMO energy is -8.640 eV. For the largest force on an atom, the calculation gives 0.169 Eh/bohr. The value obtained for the calculated total energy is -11878.201 eV. The orbital gap comes out at 9.23 eV. The SMILES is [H]/N=C(N)\C(C)=C(/O)NC. The multiplicity is 1.

---

Entry 4:
Below is a structure of composition C6H9NO, with properties calculated with the ωB97M-V functional and the def2-TZVPD basis.

Geometry (Å):
C (-1.84627, -1.46886, 0.10400)
C (-1.83121, 0.02317, -0.21281)
C (-0.19676, 1.96618, -0.20815)
C (0.52512, 0.65428, 0.24244)
C (1.58283, -0.45697, -0.56886)
C (2.85505, -0.25152, 0.19463)
H (-1.71215, -1.95570, -0.74334)
H (-2.78612, -1.85643, 0.58553)
H (-0.99499, -1.60474, 0.87038)
H (-0.44448, 2.69917, 0.52609)
H (0.47318, 2.38735, -1.13005)
H (0.33355, 0.50344, 1.39430)
H (1.01335, -1.22488, -1.71784)
H (3.31686, 0.68978, 1.44743)
H (3.37111, -1.32757, -0.41039)
N (-0.69508, 0.62496, -0.40775)
O (-2.96398, 0.59834, 0.03440)

Atoms 1-2, force components in eV/Å:
C 0.6 2.1 4.7
C -7.4 0.1 3.9

The LUMO energy comes out at -0.64 eV. The HOMO energy is -9.162 eV. For the largest force on an atom, the calculation gives 0.163 Eh/bohr. The value obtained for the calculated total energy is -9894.509 eV. The orbital gap comes out at 8.52 eV. The multiplicity is 1.

---

Entry 5:
Below is a structure of composition BrClHIN2, with properties calculated with the ωB97M-V functional and the def2-TZVPD basis.

Geometry (Å):
N (-3.61236, -1.47986, -0.69925)
N (-3.28776, -0.67026, 0.15391)
Cl (-2.94182, -3.03648, -0.23701)
Br (0.76303, -0.31356, 1.35624)
I (-4.21280, 1.13925, 0.08271)
H (-0.76314, -0.17808, 1.52047)

Atoms 1-2, force components in eV/Å:
N -0.1 1.1 0.9
N 0.1 -1.3 -0.2

The LUMO energy comes out at -1.20 eV. The HOMO energy is -10.226 eV. For the largest force on an atom, the calculation gives 0.046 Eh/bohr. The value obtained for the calculated total energy is -93659.224 eV. The orbital gap comes out at 9.02 eV. The multiplicity is 1.

---

Entry 6:
Below is the molecule C3H6N2, with properties calculated with the ωB97M-V functional and the def2-TZVPD basis.

Geometry (Å):
C (0.08491, -0.39878, 0.30587)
C (1.12617, 1.11619, 1.99235)
C (-0.84220, -1.30160, -1.98590)
N (-0.59136, -0.68267, -0.67787)
N (0.48209, 0.04053, 1.39004)
H (0.43591, 2.13765, 1.96067)
H (1.40921, 0.90103, 3.11788)
H (2.14855, 1.39330, 1.46091)
H (-0.73931, -2.44925, -1.74720)
H (-1.87451, -0.93875, -2.22814)
H (-0.14625, -1.15486, -2.78575)

Atoms 1-2, force components in eV/Å:
C -0.8 1.5 -0.3
C 1.5 3.3 1.0

The LUMO energy comes out at 0.83 eV. The HOMO energy is -8.702 eV. For the largest force on an atom, the calculation gives 0.073 Eh/bohr. The value obtained for the calculated total energy is -6186.051 eV. The orbital gap comes out at 9.53 eV. The SMILES is CN=C=NC. The multiplicity is 1.

---

Quick rundown of relative energy (zero: lowest compared OMol25 entry of this formula, charge and spin), same order as above: 612.5 77.8 344.4 1070.5 15.1 240.6 kJ/mol